Computed, not measured: a single C8H16O molecule at a distorted geometry, with wB97M-V/def2-TZVPD.

Geometry (Å):
C 2.61757 -3.33241 -0.48976
C 1.94639 -2.36389 -1.41365
O 1.18625 -1.40109 -0.61908
C 1.29340 -0.02848 -1.05287
C 0.56148 1.05432 -0.54848
C -0.20771 1.01327 0.68936
C -1.58779 1.73504 0.63185
C -2.56727 1.11535 -0.23637
C -2.10609 1.98316 2.02852
H 3.54859 -3.02191 -0.10225
H 1.89581 -3.50179 0.35021
H 2.88480 -4.28467 -1.02141
H 2.69921 -1.72804 -1.88156
H 1.27669 -2.86237 -2.11256
H 2.00108 0.10248 -1.85414
H 0.94472 2.05612 -0.95791
H -0.40012 -0.04428 1.04762
H 0.42749 1.56253 1.41827
H -1.33500 2.80810 0.36805
H -2.64408 0.03256 -0.11775
H -3.56364 1.52478 -0.08397
H -2.25436 1.38617 -1.21066
H -2.40650 1.06417 2.52448
H -1.32108 2.48460 2.60314
H -2.88983 2.64631 2.04092

Calculated values
spin multiplicity = 1
LUMO energy = 1.09 eV
SMILES string = CCO/C=C\CC(C)C
max |F| = 0.0934 Eh/bohr

Here are the natural (NBO) charges for atoms 1 to 8, given in e: -0.632 -0.057 -0.545 0.137 -0.278 -0.444 -0.197 -0.617

=====

Computed, not measured: 3 unconnected molecules or ions with the total composition C5H11NS at a distorted geometry, with wB97M-V/def2-TZVPD.

Geometry (Å):
C 0.59390 -0.10058 -1.38868
C 0.98636 1.19920 -1.25929
C 1.80721 1.90628 -0.34061
S 1.70270 3.53701 -0.10288
H -0.13320 -0.48733 -2.14358
H 1.10007 -0.90877 -0.78387
H 0.34990 1.82698 -1.93140
H 2.38811 1.28151 0.22851
C -2.75829 -4.38522 -1.91382
C -3.45163 -3.80002 -0.94989
H -2.71912 -3.98379 -2.87031
H -2.11091 -5.14370 -1.73714
H -3.45026 -4.08603 0.11482
H -3.96241 -2.88116 -1.11625
N 2.29498 4.04448 4.06213
H 2.27097 4.35121 3.12103
H 2.15292 3.12093 4.34844
H 2.93870 4.50901 4.66278

Calculated values
spin multiplicity = 1
LUMO energy = -1.12 eV
SMILES string = C=CC=S.C=C.N
max |F| = 0.0876 Eh/bohr

Here are the natural (NBO) charges for atoms 1 to 8, given in e: -0.290 -0.293 -0.261 0.039 0.218 0.189 0.210 0.188

=====

Total energy: -389.58302 -649.93267 (hartree)